This record from the OMol25 dataset describes the ion C3H6BrN2 with charge +1. The level of theory is ωB97M-V with the def2-TZVPD basis set.

Geometry (Å):
Br1 -2.4489 -0.8386 -1.5178
N1 -1.0917 0.2464 -0.7512
C1 -1.0618 0.1653 1.0616
N2 0.1678 0.1659 1.3522
C2 1.1273 0.2818 0.1054
C3 0.2156 -0.1694 -1.0069
H1 -2.0269 0.0735 1.3150
H2 0.7544 0.1584 2.2052
H3 2.0923 -0.2138 0.3334
H4 1.3983 1.2580 0.1195
H5 0.6270 0.1858 -2.0621
H6 0.2466 -1.3134 -1.1543

Its charge is +1. Its orbital gap is 8.78 eV.

=====

This record from the OMol25 dataset describes a cluster of 5 separate species, C26H70BN4O2P in total. The level of theory is ωB97M-V with the def2-TZVPD basis set.

Geometry (Å):
C1 4.7970 -0.4553 -2.3778
C2 3.6917 0.3955 -2.9797
O1 2.7374 0.7577 -1.9810
B1 1.4310 0.9389 -2.3940
O2 0.8914 2.2058 -2.4489
P1 0.2307 -0.6372 -2.7732
H1 5.2504 -1.1037 -3.1273
H2 4.3860 -1.0747 -1.5805
H3 5.5731 0.1677 -1.9317
H4 3.2066 -0.1466 -3.7986
H5 4.1162 1.3132 -3.3965
H6 1.0913 2.7231 -1.6527
H7 1.0104 -1.0943 -3.9050
H8 0.4519 -1.0730 -1.4049
H9 -0.8967 0.2131 -3.0151
H10 -0.6366 -1.8147 -2.9511
C3 2.2747 5.2367 -4.2857
C4 3.6102 5.9217 -4.5301
N1 4.2505 6.3413 -3.2955
C5 5.3468 7.2739 -3.4862
C6 6.5917 6.7836 -4.2351
C7 4.4590 5.2996 -2.3046
C8 5.3163 4.0878 -2.6952
H11 1.6412 5.8569 -3.6498
H12 1.7569 5.0745 -5.2319
H13 2.3863 4.2612 -3.8110
H14 3.4443 6.8292 -5.1176
H15 4.2432 5.2664 -5.1511
H16 5.6426 7.6420 -2.4999
H17 4.9401 8.1369 -4.0224
H18 7.1880 6.0957 -3.6371
H19 7.2272 7.6351 -4.4853
H20 6.3289 6.2846 -5.1690
H21 3.4782 4.9382 -1.9870
H22 4.8942 5.7771 -1.4228
H23 5.0356 3.6868 -3.6713
H24 5.1771 3.2916 -1.9602
H25 6.3787 4.3252 -2.7216
C9 -4.2571 -3.6786 2.5714
C10 -3.0858 -2.7475 2.8427
N2 -1.8648 -3.1672 2.1776
C11 -0.6767 -2.4846 2.6557
C12 -0.5611 -0.9728 2.4227
C13 -1.9624 -3.3424 0.7363
C14 -2.4374 -2.1465 -0.0960
H26 -3.9871 -4.7097 2.8033
H27 -5.1072 -3.3948 3.1929
H28 -4.5844 -3.6351 1.5319
H29 -2.8736 -2.7442 3.9160
H30 -3.3858 -1.7178 2.5871
H31 0.1931 -2.9796 2.2143
H32 -0.6140 -2.6702 3.7330
H33 -0.3572 -0.7330 1.3792
H34 0.2639 -0.5744 3.0170
H35 -1.4683 -0.4469 2.7245
H36 -2.6317 -4.1832 0.5403
H37 -0.9787 -3.6647 0.3848
H38 -3.3303 -1.6838 0.3288
H39 -2.6903 -2.4799 -1.1043
H40 -1.6686 -1.3798 -0.1883
C15 2.5600 -2.8084 10.0310
C16 2.6304 -2.5890 8.5278
N3 1.5785 -3.2823 7.8047
C17 1.8014 -3.3465 6.3714
C18 1.8155 -2.0322 5.5828
C19 0.2196 -2.9813 8.2278
C20 -0.2354 -1.5167 8.1928
H41 2.5271 -3.8743 10.2603
H42 3.4407 -2.3783 10.5093
H43 1.6842 -2.3344 10.4755
H44 3.5798 -2.9832 8.1544
H45 2.6499 -1.5049 8.3289
H46 1.0411 -4.0093 5.9483
H47 2.7602 -3.8512 6.2179
H48 0.8181 -1.6044 5.4841
H49 2.1919 -2.2171 4.5744
H50 2.4652 -1.2865 6.0432
H51 0.0949 -3.3532 9.2473
H52 -0.4492 -3.5872 7.6111
H53 0.5043 -0.8561 8.6482
H54 -1.1628 -1.4077 8.7580
H55 -0.4243 -1.1618 7.1806
C21 -7.5756 -2.0547 -3.4063
C22 -6.4719 -1.0405 -3.1493
N4 -5.2256 -1.3798 -3.8136
C23 -4.0867 -0.6144 -3.3395
C24 -4.0790 0.9009 -3.5764
C25 -5.3118 -1.5771 -5.2520
C26 -5.8648 -0.4254 -6.1008
H56 -7.2326 -3.0617 -3.1647
H57 -8.4415 -1.8251 -2.7842
H58 -7.9093 -2.0456 -4.4446
H59 -6.2573 -1.0117 -2.0770
H60 -6.8441 -0.0371 -3.4136
H61 -3.1860 -1.0515 -3.7819
H62 -4.0076 -0.7933 -2.2629
H63 -3.8988 1.1546 -4.6205
H64 -3.2810 1.3585 -2.9881
H65 -5.0188 1.3624 -3.2692
H66 -5.9271 -2.4614 -5.4340
H67 -4.3096 -1.8407 -5.5993
H68 -6.7833 -0.0187 -5.6742
H69 -6.1028 -0.7894 -7.1020
H70 -5.1539 0.3924 -6.2084

Its charge is 0. Its orbital gap is 7.84 eV.

=====

This record from the OMol25 dataset describes the molecule C5H7NO. The level of theory is ωB97M-V with the def2-TZVPD basis set.

Geometry (Å):
O1 -0.3519 -2.2516 0.5045
C1 -0.5460 -1.1905 -0.0431
C2 -1.4280 -0.0915 0.4938
C3 -0.5104 1.0769 0.7885
C4 0.6854 1.1762 0.2108
C5 1.2353 0.1153 -0.7025
N1 0.1683 -0.7799 -1.1920
H1 -1.9375 -0.4435 1.3931
H2 -2.1839 0.1816 -0.2531
H3 -0.8234 1.7927 1.5461
H4 1.3595 1.9884 0.4672
H5 1.9235 -0.4932 -0.0902
H6 1.7993 0.5296 -1.5455
H7 0.6098 -1.6105 -1.5777

Its charge is 0. Its orbital gap is 10.31 eV.

=====

Among the records above, which one has the highest charge?
C3H6BrN2